{
  "formula": "C33H44BN9O4PS2Ta",
  "method": "ωB97M-V with the def2-TZVPD basis set",
  "total_charge": 2,
  "de_lowest_kj_mol": 0.0,
  "total_energy_ha": -3297.09080,
  "e_homo_ev": -13.77,
  "species": ["N", "N", "C", "C", "C", "N", "H", "H", "N", "H", "N", "C", "H", "C", "H", "C", "C", "C", "C", "C", "H", "C", "H", "H", "H", "S", "H", "H", "H", "C", "O", "H", "C", "C", "H", "H", "H", "C", "H", "C", "H", "H", "C", "C", "H", "C", "H", "H", "H", "H", "C", "C", "C", "C", "H", "S", "H", "N", "H", "N", "Ta", "H", "B", "H", "C", "C", "H", "H", "O", "H", "H", "O", "C", "H", "H", "C", "H", "C", "C", "H", "C", "H", "N", "H", "C", "H", "H", "N", "P", "H", "H", "H", "C", "O", "C"],
  "positions_angstrom": [[0.7732, 2.6218, -0.1760], [1.1874, 0.9168, -2.9509], [-1.9783, 0.7808, 2.1947], [0.4810, 3.7830, 0.4415], [0.7576, -4.8529, 2.4639], [-1.7370, 1.3312, 0.9355], [0.3341, -5.1254, 3.4279], [1.7706, 6.0428, -2.5718], [0.4377, 0.5774, 2.3437], [-4.3400, 3.9278, -0.6477], [2.8086, 0.9178, -1.1308], [1.5521, 0.4760, 3.0620], [6.1498, 0.8734, -1.5206], [4.1061, 0.5652, -1.1183], [-2.9687, -5.1405, 3.2247], [0.3072, -0.4223, -4.4688], [5.1886, 1.2549, -1.8554], [4.2390, -0.5386, -0.2896], [-3.6924, 3.7707, -2.7047], [1.5459, 0.3462, 4.4449], [-0.5673, -6.2135, 1.4356], [-1.4481, -1.5586, -2.9806], [1.2907, -5.5765, -0.1169], [-1.0708, -2.4938, -2.5656], [-4.5109, -5.1376, 2.3532], [-2.7915, -4.0208, -1.1192], [-2.1729, -1.1430, -2.2810], [0.1116, -0.9386, -5.3860], [2.8923, 4.7265, -2.9375], [0.3889, -4.9752, -0.0380], [-3.0689, 0.5158, 2.6246], [5.1564, 2.3279, -1.6853], [-2.8506, -2.4949, 3.8688], [2.2291, 1.1187, -5.2186], [5.1077, 1.0773, -2.9265], [2.8434, -2.8934, 0.5639], [-3.1310, -2.7365, 4.8899], [-0.8310, 0.4216, 4.3726], [1.5078, -1.9427, 1.2484], [-2.7396, 3.1834, -3.5244], [3.2363, 0.7758, -4.9874], [0.6955, 5.8835, -0.2004], [-0.7318, 0.5622, 2.9931], [-2.6415, 2.3142, 0.5836], [-1.8076, 0.4155, 4.8307], [0.0128, 3.8882, 1.8469], [5.1381, -1.0748, -0.0657], [3.1282, -1.9187, 1.9908], [0.6424, -3.9284, -0.1927], [1.6892, -5.3972, 2.3351], [0.3332, 0.3053, 5.1166], [1.3515, 4.2616, -1.5434], [-0.2182, -5.1794, 1.3374], [-3.6382, 3.5033, -1.3480], [-4.4722, -4.8071, 4.0821], [-0.8387, -1.6789, 0.4024], [-2.9029, -1.4195, 3.7307], [0.2204, 0.1857, -2.3285], [-1.0227, 3.5839, 1.9761], [2.0925, 0.0726, -0.3344], [-0.1465, 0.5410, -0.1463], [2.4792, 0.2901, 4.9811], [2.1188, 1.8447, -2.1501], [-4.4474, 4.4276, -3.1085], [-2.6599, 2.6362, -0.8749], [-1.7797, 2.3565, -2.9613], [-1.9567, -1.8065, -3.9087], [0.6367, 3.2811, 2.4996], [-1.3825, -4.3568, 1.5748], [-0.3001, -5.2909, -0.8166], [-4.7839, -2.6939, 2.9246], [-3.3729, -2.8788, 1.5332], [-0.3333, -0.6243, -3.2521], [1.2633, 4.7058, -3.6153], [-2.7500, 3.3512, -4.5897], [1.2687, 0.5545, -4.2445], [-1.0232, 1.9138, -3.5907], [1.8518, 4.9713, -2.7385], [2.9602, -0.8230, 0.1755], [0.2961, 0.2049, 6.1908], [-3.9397, -4.6594, 3.1457], [0.9654, -3.7859, 2.4605], [-1.7460, 2.0697, -1.6616], [1.9743, 0.7857, -6.2206], [-3.7975, -3.1702, 2.8951], [2.9165, 2.3281, -2.8615], [2.2294, 2.2047, -5.1899], [1.3304, 2.9248, -1.3829], [-2.2191, -3.4135, 0.6420], [0.0951, 4.9244, 2.1657], [-1.8335, -2.8362, 3.6869], [2.4822, 0.5148, 2.5107], [2.5771, -1.9555, 1.0518], [-3.3222, 2.9256, 1.3682], [0.8149, 4.8379, -0.3990]]
}

{
  "formula": "C33H44Br2GeN7O5Tl",
  "method": "ωB97M-V with the def2-TZVPD basis set",
  "total_charge": 0,
  "de_lowest_kj_mol": 1.3,
  "total_energy_ha": -9440.78025,
  "e_homo_ev": -6.73,
  "species": ["H", "C", "H", "C", "H", "H", "C", "Br", "H", "C", "H", "C", "C", "N", "C", "C", "H", "H", "C", "C", "C", "H", "Br", "C", "H", "C", "H", "C", "C", "H", "C", "H", "H", "O", "H", "H", "N", "O", "H", "Tl", "H", "C", "H", "H", "C", "H", "C", "H", "H", "H", "H", "H", "O", "C", "C", "H", "N", "C", "C", "C", "H", "H", "H", "H", "H", "H", "N", "O", "N", "C", "H", "H", "H", "C", "H", "H", "H", "C", "C", "H", "C", "N", "O", "C", "Ge", "C", "N", "C", "H", "H", "C", "H", "H"],
  "positions_angstrom": [[1.9664, 5.0517, 4.7336], [-2.9151, 3.7467, -0.3939], [-3.7374, -5.1915, -3.2276], [-1.1544, -1.7696, 2.4806], [0.0690, -6.0704, -2.8407], [-1.6641, 3.9559, 1.6195], [-4.3714, -4.6086, -2.5541], [4.9726, 1.7798, -1.2609], [-2.4052, -2.9246, 3.7740], [2.0863, 4.3081, 6.7133], [1.2161, -3.9780, -3.5887], [3.0229, -1.8631, -0.8578], [-4.9640, -4.3662, -0.0876], [-2.5868, 0.2245, -0.8134], [1.7822, 2.9523, 0.4658], [0.2177, -4.2331, -3.9529], [-6.0072, -4.2490, -0.3716], [-1.4863, -5.3511, -3.2590], [-4.2090, -5.1650, -1.1397], [2.6650, 3.9304, 2.4460], [1.6732, -3.5736, -0.1468], [-4.8312, -2.5264, -2.2339], [5.6111, -3.2085, -3.8865], [2.3463, -4.5104, -0.9437], [3.3323, 4.6161, 2.9509], [4.4497, -0.0348, -1.4917], [-5.2774, 2.0668, -0.3096], [-2.6855, 2.3609, 0.1643], [-4.7404, 1.4118, -0.9894], [-4.7911, 1.8252, -1.9962], [-0.4707, -5.1326, -2.9392], [3.8696, -4.7658, -2.4198], [2.5400, 5.2578, 7.0013], [0.8005, 4.2950, 7.2518], [2.0716, -5.5544, -0.9065], [-0.6245, -3.1196, 5.5183], [-2.0508, 2.0819, 1.2260], [1.7156, 1.9803, 5.2938], [1.7301, 2.8593, -0.6099], [0.2773, -0.1140, -0.0883], [2.9044, -0.7357, 3.5703], [3.7170, -2.7125, -1.7660], [-3.1670, 3.6834, -1.4485], [-1.8942, -1.6296, 1.7008], [1.8663, 3.0087, 4.6633], [-3.7251, 4.2553, 0.1323], [-0.7439, -2.0526, -3.0145], [2.3419, -0.3533, 1.9549], [-0.8303, -1.0119, -3.3352], [-2.0101, 4.3517, -0.3075], [-4.9214, -4.8811, 0.8694], [-4.5657, -6.1970, -1.1399], [-3.1992, -0.8018, -1.4935], [2.6267, 3.8734, 1.0649], [-3.3057, 1.2437, -0.5720], [-5.2211, 0.4351, -1.0087], [2.0947, 4.2086, 5.2689], [-0.5564, -2.9483, -4.2418], [-0.4418, -2.5806, 4.5998], [4.7124, -2.1421, -2.5761], [2.6880, 3.4735, 7.1002], [-4.0126, -2.8596, -3.7441], [3.2577, 4.5049, 0.4605], [-4.5216, -3.3769, 0.0315], [0.4247, 3.4169, 7.1129], [0.0007, -2.3940, -5.0013], [0.0277, -1.2083, 2.2362], [2.8555, 0.2534, 0.2098], [2.1855, -0.7667, 2.8716], [-1.4410, -2.4708, 3.6300], [5.8235, -0.3865, -3.0868], [-3.1454, -5.1827, -0.8864], [0.3418, -4.7800, -4.8916], [-4.0390, -3.1242, -2.6856], [-1.5304, -3.2005, -4.6741], [-0.5066, -4.6557, -1.9627], [0.1400, -2.1107, -2.3754], [3.3474, -4.0738, -1.7708], [5.0657, -0.8183, -2.4491], [-1.9867, -2.9615, -0.4876], [0.7774, -1.9946, 4.3758], [1.9891, -2.3028, -0.1203], [-1.5400, 3.0688, 2.0069], [3.4127, -0.4833, -0.6599], [-2.3631, -2.3993, -1.8610], [1.0461, 2.1725, 2.4747], [1.0036, 2.1320, 1.1549], [1.8565, 3.0616, 3.1755], [0.3974, 1.4904, 3.0057], [-5.4076, -4.7588, -2.8771], [0.9983, -1.3163, 3.1567], [0.8559, -3.8691, 0.5009], [1.5700, -2.0347, 5.1082]]
}

{
  "formula": "C33H44N2OPS",
  "method": "ωB97M-V with the def2-TZVPD basis set",
  "total_charge": -1,
  "total_energy_ha": -2208.05483,
  "e_homo_ev": -2.89,
  "species": ["H", "H", "P", "C", "C", "C", "O", "H", "H", "H", "H", "H", "H", "C", "C", "H", "H", "N", "H", "C", "C", "N", "H", "H", "H", "H", "C", "H", "C", "H", "C", "H", "C", "C", "H", "C", "H", "H", "H", "C", "C", "C", "H", "H", "H", "C", "H", "H", "C", "H", "C", "C", "C", "H", "C", "C", "H", "H", "C", "S", "H", "H", "H", "H", "H", "C", "H", "H", "H", "C", "H", "C", "H", "C", "H", "C", "C", "H", "C", "C", "H", "C"],
  "positions_angstrom": [[-1.3345, 3.6795, 1.0840], [-4.5171, 0.4069, -0.8167], [1.3802, 5.4282, 2.0238], [-1.6485, -2.3074, -1.3261], [1.2881, 4.8096, 0.2580], [-7.1648, 1.8357, -3.2455], [3.5204, 2.3596, -0.4689], [3.6538, 2.4680, 3.5933], [5.5590, 1.7630, 0.9090], [-1.3683, 3.9164, -0.7891], [0.9506, 2.7344, 1.0449], [-7.5999, 3.2548, -1.6913], [-0.5461, -3.5745, 2.0380], [-2.6483, -3.2733, -1.3780], [1.3899, -1.7522, -3.8210], [-7.9030, 2.2404, -3.9291], [-2.2508, 1.6259, -0.7794], [4.1301, 3.2251, 1.6705], [-2.6058, 1.4986, 1.7823], [-0.3831, -2.6395, -0.8554], [-0.1173, -3.9363, -0.4309], [-0.5457, 1.0551, 2.2888], [1.5096, -3.4270, -5.1632], [1.0456, 2.8218, -0.7752], [-0.4768, 1.2360, -0.5698], [1.6641, -5.0299, 6.2211], [0.1597, -5.2460, 3.1883], [0.3963, -1.8861, -0.8184], [-6.0394, 1.8941, -1.1159], [0.8813, 6.7860, 2.0899], [3.5165, 2.1469, 2.5016], [5.1950, -1.3730, -4.3921], [-1.1151, -4.9048, -0.4873], [3.5134, 3.3302, 0.3379], [0.1387, -1.8965, 3.7228], [-5.2619, 0.8057, -1.4967], [5.9526, 2.5547, 2.5008], [1.2502, -2.6235, 5.8120], [-4.8383, -0.6244, -3.0443], [2.0565, -2.6332, -4.6663], [1.1760, -4.7114, 5.3067], [-1.3648, 1.7677, -0.0719], [3.3678, 5.5868, 0.2282], [-5.9024, 2.3422, -0.1380], [0.9546, -6.7098, 4.5467], [0.3215, -2.9508, 3.9016], [2.4158, 1.9763, 2.3163], [3.9445, -3.1771, -5.5384], [-6.9920, 2.4075, -1.9895], [1.5720, -0.0470, -2.5234], [3.4248, -2.4940, -4.8746], [2.0924, -0.7358, -3.1807], [-1.6697, 1.0481, 1.3236], [2.8614, 4.7186, -1.3504], [0.6454, 3.3547, 0.1447], [-0.0667, -3.8934, 2.9554], [-3.6359, -3.0129, -1.7428], [4.0090, 0.1864, -2.8766], [-2.3797, -4.5734, -0.9626], [0.4393, 4.3528, 3.3599], [-0.8728, 0.9260, 3.2478], [4.0918, 1.1688, 2.3975], [0.3226, -1.8574, -3.6607], [2.7785, 5.4732, 2.4097], [-1.8971, -0.0571, 1.0905], [-6.3909, 0.7437, -3.6245], [-1.8555, -1.2937, -1.6531], [-0.9064, -5.9179, -0.1604], [-0.1475, -5.9814, 2.4524], [4.1278, -1.4798, -4.2314], [-3.1571, -5.3287, -1.0080], [5.5538, 2.7713, 1.4493], [6.1762, 3.5384, 0.9017], [-5.4408, 0.2282, -2.7493], [-6.5286, 0.2948, -4.6021], [2.8377, 4.6737, -0.2134], [0.9446, -3.3591, 5.0761], [0.1989, 0.4023, 2.0385], [0.7795, -5.6548, 4.3645], [3.4616, -0.6021, -3.3815], [0.8675, -4.1932, -0.0568], [-0.9439, 3.3200, 0.0725]]
}